{
  "formula": "C13H33N2O2P",
  "method": "ωB97M-V with the def2-TZVPD basis set",
  "elements": ["H", "C", "O", "C", "H", "H", "H", "C", "H", "H", "H", "H", "C", "H", "H", "H", "H", "N", "H", "N", "H", "C", "C", "C", "H", "C", "H", "H", "H", "H", "C", "H", "O", "H", "H", "H", "C", "H", "H", "H", "H", "C", "H", "P", "H", "H", "H", "C", "C", "H", "H"],
  "coordinates": [[-1.591, 5.604, -0.544], [3.955, -1.158, -0.028], [0.434, -2.549, 0.858], [-2.624, 5.891, -0.345], [2.623, -3.041, 1.565], [4.762, -0.827, -0.683], [-1.967, -0.437, -2.465], [1.285, -3.182, -0.084], [2.182, -5.509, 0.355], [-1.504, 1.621, -0.743], [3.779, -2.922, -1.278], [-0.461, -1.357, -2.588], [-3.918, 3.933, 0.220], [-3.666, 1.780, 0.286], [-2.998, 2.519, 2.406], [4.490, -1.647, 2.063], [4.751, -3.098, 0.175], [-0.309, -1.428, 0.322], [-2.002, -2.129, -2.932], [-2.354, 2.703, 1.634], [-2.430, 2.731, -1.760], [-3.051, 2.681, 0.302], [-1.990, 2.601, -0.773], [3.827, -2.668, -0.218], [2.246, -0.747, -1.331], [-1.502, -1.414, -2.286], [-3.753, -0.631, -0.589], [1.297, -2.609, -1.009], [-1.586, 2.024, 1.678], [-1.212, 3.356, -0.641], [-3.165, -1.192, 0.149], [-3.201, 5.844, -1.269], [-3.195, 5.064, 0.672], [3.044, 0.668, -0.683], [2.001, -0.301, 0.368], [-2.948, -0.515, 0.984], [3.039, -4.883, 0.575], [-2.632, 6.915, 0.022], [-3.821, -1.965, 0.532], [3.492, -5.164, 1.522], [-1.989, 3.653, 1.774], [2.685, -3.365, 0.531], [5.336, -0.276, 1.391], [-1.638, -2.028, -0.523], [-4.313, 4.067, -0.787], [0.824, -4.144, -0.316], [-4.773, 3.825, 0.896], [4.373, -0.785, 1.413], [2.719, -0.347, -0.443], [3.780, -5.094, -0.197], [3.668, -0.067, 1.821]],
  "atomic_forces_ev_per_a": [[-0.02, -0.01, -0.09], [-0.11, 0.24, -0.06], [0.24, 0.07, 0.29], [0.13, 0.06, 0.13], [-0.06, 0.39, 0.06], [0.15, -0.14, -0.12], [0.05, 0.14, -0.05], [-0.33, 0.39, 0.44], [-0.14, -0.13, 0.27], [0.02, -0.01, -0.07], [-0.09, -0.04, -0.14], [0.20, -0.05, 0.17], [-0.07, 0.01, 0.71], [-0.01, 0.00, 0.00], [0.03, -0.15, -0.03], [-0.22, -0.07, 0.13], [0.19, -0.09, -0.15], [-1.02, 0.78, -0.62], [-0.11, -0.10, -0.13], [0.00, 0.12, 0.30], [-0.06, -0.02, 0.01], [-0.03, -0.07, -0.60], [0.37, -0.35, 0.03], [-0.13, 0.35, 0.74], [-0.20, -0.07, -0.10], [-0.65, 0.60, 0.27], [0.04, 0.00, -0.19], [0.09, 0.17, -0.06], [-0.07, -0.16, -0.09], [-0.07, 0.08, -0.01], [-0.22, 0.65, -0.32], [-0.03, -0.04, 0.00], [-0.04, 0.02, -0.25], [-0.07, 0.15, 0.09], [-0.40, -0.16, -0.11], [0.29, -0.02, 0.04], [0.29, 0.46, -0.31], [-0.03, -0.01, 0.04], [-0.10, -0.11, 0.15], [-0.04, -0.11, 0.15], [0.02, -0.02, -0.09], [-0.01, -1.35, -0.50], [0.15, 0.01, 0.09], [1.03, -1.22, 0.43], [0.10, -0.07, -0.08], [0.13, -0.21, -0.16], [-0.02, 0.04, -0.02], [0.31, 0.28, -0.54], [0.63, 0.08, 0.09], [0.05, -0.16, -0.09], [-0.17, -0.14, 0.36]],
  "lowdin_charge": [0.082, -0.409, -0.362, -0.068, 0.127, 0.115, -0.009, -0.252, 0.061, 0.087, 0.120, 0.005, -0.177, 0.137, 0.176, 0.069, 0.108, -0.380, 0.001, 0.231, 0.102, -0.314, -0.022, -0.180, 0.058, -0.332, 0.002, 0.084, 0.172, 0.084, -0.355, 0.095, -0.196, 0.069, 0.046, -0.016, -0.069, 0.093, -0.003, 0.068, 0.161, -0.319, 0.065, 0.717, 0.135, 0.093, 0.134, -0.069, -0.093, 0.064, 0.065],
  "e_lumo_ev": -0.8,
  "homo_energy_ha": -0.1915,
  "energy_ev": -30374.0987
}